Record 1
# C18H52IO12PS

C18H52IO12PS as an isolated structure at a distorted geometry (wB97M-V/def2-TZVPD, OMol25).

XYZ file:
```
85
C18H52IO12PS (wB97M-V/def2-TZVPD)
C -4.05694 2.19379 -6.04753
C -4.56702 1.01955 -5.17498
C -4.75193 1.44826 -3.70468
C -3.52953 1.12925 -2.83690
O -3.74063 -0.15993 -2.23908
O -2.49566 -0.74182 -1.90104
S -2.11806 -0.02594 -0.41380
O -3.15484 -0.39200 0.51223
O -0.79803 -0.93047 0.06066
P -0.38847 -0.46194 1.65908
O 0.95871 -1.27406 2.06652
I 0.31703 1.92536 1.51264
H -4.79369 2.40767 -6.82406
H -3.85663 3.10036 -5.47315
H -3.13249 1.93631 -6.57007
H -5.54610 0.73285 -5.56794
H -3.91445 0.13809 -5.24941
H -4.96114 2.51648 -3.64711
H -5.58997 0.88921 -3.27569
H -3.45728 1.92817 -2.09151
H -2.61656 1.07079 -3.43323
H 1.13442 -1.03374 2.99429
C 2.92324 -1.76428 -0.36804
C 4.08969 -2.01462 -1.30223
O 5.31125 -1.62017 -0.68477
H 2.87020 -0.70807 -0.09761
H 1.97845 -2.05666 -0.83179
H 3.04613 -2.32616 0.55929
H 3.97643 -1.43686 -2.21920
H 4.15456 -3.07506 -1.57178
H 5.40924 -2.14281 0.11998
C 4.01749 2.95797 3.00817
C 3.88665 4.38257 2.50359
O 2.83289 5.07282 3.17697
H 3.07854 2.42620 2.86210
H 4.81263 2.42680 2.48278
H 4.23676 2.94299 4.07901
H 3.64780 4.39033 1.44083
H 4.82223 4.93213 2.64944
H 3.04137 5.08053 4.11669
C -0.55399 6.40085 3.47058
C -1.20408 5.35427 2.58518
O -0.96350 5.63191 1.20821
H -0.93880 7.39333 3.23133
H -0.74410 6.19481 4.52594
H 0.52597 6.42344 3.30835
H -2.28365 5.34422 2.73228
H -0.81456 4.35810 2.81789
H -0.00942 5.63067 1.07500
C -2.61668 0.79673 5.85137
C -1.42070 1.07985 4.96309
O -0.67271 -0.11715 4.73781
H -2.29178 0.38552 6.80798
H -3.19100 1.70563 6.03594
H -3.27394 0.05686 5.38867
H -0.75485 1.80228 5.43316
H -1.74138 1.48375 3.99741
H -1.26338 -0.75000 4.31287
C 5.87159 -6.21137 1.72322
C 5.75670 -4.76593 1.27784
O 4.72212 -4.10269 2.00556
H 4.92568 -6.73150 1.57033
H 6.65349 -6.73249 1.16868
H 6.10310 -6.26911 2.78951
H 5.50465 -4.71075 0.21901
H 6.70020 -4.23212 1.43595
H 4.95374 -4.14473 2.93892
C -3.44060 -4.33066 -0.44840
C -2.56228 -4.61547 0.75602
O -1.24611 -4.10584 0.56200
H -3.01002 -4.77642 -1.34622
H -4.44613 -4.73018 -0.30461
H -3.51569 -3.25504 -0.62534
H -2.47255 -5.68896 0.91914
H -2.99033 -4.16377 1.65783
H -1.32157 -3.15512 0.42767
C 0.32935 -0.69898 -6.10085
C -1.01929 -0.91741 -5.44143
O -2.08248 -0.48483 -6.29161
H 0.46833 0.35537 -6.34303
H 1.14180 -1.01962 -5.44715
H 0.39566 -1.25682 -7.03810
H -1.08929 -0.34432 -4.51771
H -1.16358 -1.97558 -5.20214
H -2.03022 -0.99459 -7.10679
```

spin multiplicity	1
highest occupied orbital energy	-9.04	eV
total charge	0

---

Record 2
# C9H14

A 2-piece molecular cluster, C9H14 overall at a distorted geometry (wB97M-V/def2-TZVPD, OMol25).

XYZ file:
```
23
C9H14 (wB97M-V/def2-TZVPD)
C -1.36318 -0.60476 1.71873
C -0.07628 -0.61637 -0.44397
C -1.15803 -1.11066 0.35049
C 0.02739 -0.96804 -1.75218
C -2.02411 -2.11652 -0.17521
C -0.71429 -2.11075 -2.17264
C -1.81549 -2.60976 -1.42007
H 0.59357 0.07469 0.00934
H 0.64042 -0.51232 -2.51813
H -1.72374 -1.34613 2.41458
H -2.08584 0.22524 1.59076
H -2.91191 -2.42273 0.37150
H -0.37167 -2.66822 -3.01172
H -2.46760 -3.36368 -1.84589
H -0.50216 -0.00744 2.00178
C 2.62155 2.47284 1.03297
C 1.30892 2.54281 0.18183
H 2.64955 3.31854 1.69733
H 2.65786 1.52136 1.55043
H 3.44443 2.55817 0.33539
H 1.54377 1.91452 -0.66444
H 1.26571 3.60713 -0.03547
H 0.46117 2.22212 0.78458
```

spin multiplicity	2
highest occupied orbital energy (alpha / beta)	-14.67 / -14.67	eV
total charge	+1
relative energy (zero: lowest compared OMol25 entry of this formula, charge and spin)	13.5	kcal per mole

---

Record 3
# C18H19N3O3S

A single C18H19N3O3S molecule at a distorted geometry (wB97M-V/def2-TZVPD, OMol25).

XYZ file:
```
44
C18H19N3O3S (wB97M-V/def2-TZVPD)
C -4.89335 -2.23938 -1.85557
C -3.90487 -1.77825 -0.82820
C -2.85020 -2.59169 -0.43231
C -1.96174 -2.17048 0.53717
C -2.08272 -0.92482 1.14078
C -3.13755 -0.10588 0.73756
C -4.03394 -0.53289 -0.23314
H -4.84782 0.11871 -0.51873
O -3.30099 1.14331 1.32711
C -3.02196 2.23776 0.47575
C -1.57828 2.23765 0.08909
C -0.86590 1.42108 -0.74228
C 0.47973 1.83163 -0.54790
N 0.53058 2.81536 0.31973
O -0.73049 3.06999 0.71612
C 1.62013 1.18343 -1.23600
O 1.40771 0.43523 -2.17755
N 2.86770 1.42211 -0.77177
C 3.19072 2.29584 0.33190
H 4.25628 2.21419 0.53576
H 2.63458 2.02210 1.22897
H 2.94567 3.33001 0.08948
C 3.96127 0.68144 -1.36617
C 4.50167 -0.33525 -0.42154
N 5.74702 -0.54058 -0.18907
C 5.94160 -1.52888 0.71495
C 4.80850 -2.09405 1.20386
S 3.41918 -1.36768 0.49535
H 4.70558 -2.87819 1.92559
H 6.94652 -1.79444 0.98701
H 3.55754 0.18544 -2.25741
H 4.76994 1.35523 -1.66392
H -1.20871 0.64272 -1.38903
H -3.25216 3.13336 1.05648
H -3.64559 2.20640 -0.42770
C -1.10066 -0.48811 2.18520
H -0.09178 -0.47439 1.77182
H -1.10937 -1.18261 3.02393
H -1.35007 0.50289 2.55460
H -1.14460 -2.81322 0.83115
H -2.72514 -3.56271 -0.88863
H -5.73824 -2.72487 -1.36607
H -4.43929 -2.95708 -2.53444
H -5.27647 -1.40043 -2.43195
```

spin multiplicity	1
highest occupied orbital energy	-8.83	eV
total charge	0
relative energy (zero: lowest compared OMol25 entry of this formula, charge and spin)	88.6	kcal per mole

---

Record 4
# C26H25MnN9O2S2

C26H25MnN9O2S2 as an isolated structure at a distorted geometry (wB97M-V/def2-TZVPD, OMol25).

XYZ file:
```
65
C26H25MnN9O2S2 (wB97M-V/def2-TZVPD)
Mn 0.32988 -0.13227 0.00365
C -0.37087 5.17657 -0.20166
C 0.84499 4.61672 -0.58240
C 1.26374 3.42410 -0.06512
C 0.48471 2.74605 0.85879
C -0.73592 3.21572 1.20434
C -1.17321 4.43448 0.66256
N 0.89165 1.40150 1.27081
C 2.08353 1.30871 1.92912
C 2.63894 2.45203 2.61241
C 3.82891 2.32990 3.29506
C 4.49197 1.08405 3.33785
C 3.93150 -0.02609 2.72546
C 2.78276 0.04921 2.01462
N 2.24384 -0.97370 1.17437
N 2.73403 -2.10622 1.24655
C 2.16784 -2.95192 0.25567
C 2.77044 -4.18935 0.15989
C 2.46787 -5.00085 -0.90945
C 1.51884 -4.61944 -1.87487
C 0.89727 -3.41293 -1.56826
N 1.29620 -2.56835 -0.63711
H -0.62056 6.27227 -0.48083
H 1.50355 5.13144 -1.25021
H 2.10394 2.92364 -0.47119
H -1.36808 2.67998 1.91250
H -2.10463 4.84457 1.06336
H 2.15633 3.44401 2.53442
H 4.20569 3.18948 3.80957
H 5.39208 0.97174 3.95829
H 4.43327 -1.00135 2.89364
H 3.60463 -4.45618 0.86137
H 3.07168 -5.87436 -1.06254
H 1.22038 -5.17337 -2.73679
H 0.04243 -3.17383 -2.19745
S -2.49146 -3.04989 0.31858
C -1.39768 -2.80322 1.59867
S -1.23425 -1.03722 1.78736
C -0.72064 -3.75245 2.31065
C 0.21092 -3.46224 3.33396
N 1.03258 -3.40058 4.17801
C -0.77886 -5.11695 1.92714
N -0.86229 -6.17594 1.46303
C -0.58269 0.61963 -3.04139
N -1.96550 0.46499 -2.76579
C -2.48569 -0.82663 -2.99141
C -2.35568 0.96889 -1.49318
O -1.55045 1.05966 -0.55360
N -3.62835 1.20088 -1.23421
C -4.62974 1.58742 -2.28495
C -4.11184 1.26758 0.13295
H -0.24966 0.35921 -4.05039
H 0.54361 -1.07885 -2.48002
H -0.31191 1.68174 -2.86093
H -2.25728 -1.27830 -3.94986
H -3.50341 -0.75433 -2.80355
H -2.04955 -1.51024 -2.28100
H -4.17407 1.24275 -3.26156
H -4.77465 2.67618 -2.32962
H -5.61041 1.05983 -2.15767
H -3.37413 0.73360 0.80315
H -5.07644 0.73414 0.10695
H -4.20823 2.28468 0.43323
O 1.32367 0.44644 -1.51959
N 0.24449 -0.17676 -2.08140
```

spin multiplicity	6
highest occupied orbital energy (alpha / beta)	-7.12 / -7.25	eV
total charge	0
relative energy (zero: lowest compared OMol25 entry of this formula, charge and spin)	17.6	kcal per mole

---

Record 5
# H30O19SV

H30O19SV as an isolated structure at a distorted geometry (wB97M-V/def2-TZVPD, OMol25).

XYZ file:
```
51
H30O19SV (wB97M-V/def2-TZVPD)
V 0.85633 3.18431 -1.53900
S 0.03933 0.40231 0.37400
O -1.22567 0.07031 -0.22300
O 0.97833 -0.59969 0.00300
O 0.50433 1.66831 -0.17700
O -0.13667 0.60931 1.76100
O -1.50567 2.12431 3.42200
H -0.92467 1.62931 2.83700
H -1.96467 2.56831 2.66500
O -2.81567 -1.81269 -0.52400
H -2.13567 -1.07369 -0.42800
H -3.51067 -1.69669 0.11700
O 2.46433 -1.40069 2.01500
H 2.23033 -0.80969 2.70900
H 1.87233 -1.03769 1.41600
O 3.51233 -0.38869 -0.91400
H 3.96333 -1.21169 -1.16200
H 2.64133 -0.65169 -0.51300
O -3.84867 0.34031 0.89800
H -4.19367 0.93231 0.19500
H -2.91367 0.40931 0.78500
O 1.61633 2.97631 2.06200
H 2.43433 2.57931 1.73700
H 0.95533 2.44531 1.65200
O -0.80767 -3.31569 -1.29100
H -0.75767 -4.25169 -1.31200
H -0.57267 -3.13269 -0.35800
O -2.19067 -0.49269 3.16800
H -2.33767 0.03631 3.99000
H -1.36767 -0.27969 2.78300
O -0.16167 1.67931 -3.04000
H 0.50033 1.18431 -3.48500
H -0.98667 1.23231 -2.78700
O 2.01133 -3.03169 -0.40900
H 1.61533 -3.86369 -0.16900
H 1.44433 -2.30969 -0.01800
O 2.58433 1.93931 -2.11700
H 2.59033 0.98931 -2.26300
H 3.52233 2.14631 -2.01300
O 1.13833 0.17331 3.81600
H 1.76433 0.93131 3.83800
H 0.65733 0.41831 3.01000
O -1.39067 -1.21169 -2.97000
H -1.58367 -0.75369 -3.82400
H -0.54867 -0.89569 -2.70000
O -2.64767 1.58031 -1.67300
H -3.51867 1.71631 -1.29800
H -2.13167 0.99631 -1.04000
O 1.26633 -0.65969 -2.59800
H 1.80433 -1.41369 -2.78200
H 1.21133 -0.66769 -1.62600
```

spin multiplicity	4
highest occupied orbital energy (alpha / beta)	-8.78 / -8.78	eV
total charge	0
relative energy (zero: lowest compared OMol25 entry of this formula, charge and spin)	70.5	kcal per mole

---

Record 6
# C4H7BrO

A single C4H7BrO molecule at a distorted geometry (wB97M-V/def2-TZVPD, OMol25).

XYZ file:
```
13
C4H7BrO (wB97M-V/def2-TZVPD)
C -0.48254 1.55519 -0.71351
C -0.88062 0.35879 0.23307
C 1.09883 -1.23292 -0.19725
C 0.18424 -0.43292 0.91413
O -1.05507 1.73678 0.54339
Br -2.60071 -0.51513 -0.22397
H 0.53572 1.68636 -0.78134
H -1.12784 1.90780 -1.55278
H 2.12509 -1.24876 0.03483
H 0.79588 -0.89683 -1.16118
H 0.60725 -2.18182 -0.20476
H 0.84140 0.29681 1.34821
H -0.04163 -1.03334 1.76116
```

spin multiplicity	3
highest occupied orbital energy (alpha / beta)	-4.73 / -10.50	eV
total charge	0
relative energy (zero: lowest compared OMol25 entry of this formula, charge and spin)	69.4	kcal per mole

---

Number 1: electronic energy -2656.9551 hartree. Number 2: electronic energy -350.9874 hartree. Number 3: electronic energy -1485.4461 hartree. Number 4: electronic energy -3596.3053 hartree. Number 5: electronic energy -2789.6419 hartree. Number 6: electronic energy -2805.5954 hartree.